# C5H7N3

A single C5H7N3 molecule (the ωB97M-V functional and the def2-TZVPD basis, OMol25).

XYZ file:
```
15
Properties=species:S:1:pos:R:3:forces:R:3:nbo_charge:R:1
C -3.002 -0.054 0.860 0.329 0.437 -0.342 -0.462
N -1.577 0.344 0.640 -1.780 -0.308 0.626 -0.153
N -1.015 -0.463 -0.090 1.274 0.270 0.177 -0.149
C 0.377 -0.144 -0.234 -1.722 -0.934 -0.376 -0.027
C 1.183 -0.959 -1.054 1.492 0.265 -0.048 -0.277
C 2.453 -0.380 -0.995 -1.136 -0.069 -0.542 -0.085
N 2.333 0.777 -0.227 1.568 -0.648 0.242 -0.493
C 1.092 0.885 0.307 -0.002 0.306 0.054 -0.060
H -3.230 -0.977 0.307 0.081 0.229 0.225 0.200
H -3.169 -0.188 1.940 0.058 0.137 -0.394 0.207
H -3.635 0.767 0.481 0.171 -0.293 0.324 0.205
H 0.864 -1.866 -1.593 0.279 0.802 0.365 0.238
H 3.343 -0.629 -1.575 -0.246 0.232 0.548 0.216
H 3.140 1.216 0.209 -0.347 -0.022 -0.444 0.410
H 0.844 1.668 1.023 -0.020 -0.404 -0.415 0.232
```
Forces are in eV/Å.

Summary:
largest force on an atom = 1.995 eV Å⁻¹
charge = 0
relative energy (zero: lowest compared OMol25 entry of this formula, charge and spin) = 226.9 kJ/mol
SMILES = C/N=N/c1cc[nH]c1
molecular weight = 109.13 g/mol
HOMO = -8.40 eV
HOMO-LUMO gap = 9.40 eV



# C5H11N

A gas-phase ion, C5H11N (charge -1) (the ωB97M-V functional and the def2-TZVPD basis, OMol25).

XYZ file:
```
17
Properties=species:S:1:pos:R:3:forces:R:3:nbo_charge:R:1
C -2.467 -0.095 0.748 -1.962 2.318 -2.332 -0.488
N -1.183 -0.465 0.407 3.662 -1.461 0.697 -0.659
C -0.543 0.140 -0.729 0.865 0.654 -1.967 -0.208
C 0.880 -0.516 -1.077 -0.641 -0.436 4.393 -0.493
C 2.103 -0.227 -0.103 -1.694 -2.234 -1.552 -0.364
C 2.434 0.926 0.529 -0.163 -0.100 -0.142 -0.714
H -2.564 0.940 1.103 -0.085 0.188 0.367 0.122
H -3.228 -0.113 -0.127 1.236 -0.406 1.030 0.153
H -2.735 -0.785 1.458 -1.475 -1.297 1.995 0.186
H -0.565 -0.466 1.273 -0.813 0.156 -1.728 0.355
H -1.220 -0.081 -1.630 0.774 0.579 1.064 0.163
H -0.452 1.257 -0.587 -0.086 -0.673 -0.335 0.144
H 0.601 -1.569 -0.849 0.494 0.320 -0.475 0.196
H 1.289 -0.488 -2.045 -0.254 0.594 -2.002 0.167
H 2.738 -1.111 -0.104 0.197 0.164 0.303 0.146
H 1.754 1.718 0.427 -0.725 1.385 0.239 0.130
H 3.159 0.936 1.306 0.670 0.247 0.445 0.165
```
Forces are in eV/Å.

Summary:
largest force on an atom = 4.461 eV Å⁻¹
charge = -1
relative energy (zero: lowest compared OMol25 entry of this formula, charge and spin) = 222.3 kJ/mol
expectation value of S² = 0.7523
2S+1 = 2
molecular weight = 85.15 g/mol
HOMO (spin up / spin down) = 1.81 / -3.96 eV
HOMO-LUMO gap (spin up / spin down) = 2.41 / 8.20 eV



# C4H5NO2

A molecular structure, C4H5NO2 (the ωB97M-V functional and the def2-TZVPD basis, OMol25).

XYZ file:
```
12
Properties=species:S:1:pos:R:3:forces:R:3:nbo_charge:R:1
C -0.262 -1.243 -1.193 -0.119 1.533 -0.518 0.202
C -0.102 -0.632 1.213 0.782 0.888 -0.239 -0.107
C -0.010 -0.191 -0.240 -3.115 0.931 0.781 0.205
C 0.758 1.064 -0.587 0.149 1.041 1.374 -0.669
N -0.680 -1.788 -2.110 0.115 -0.864 -0.274 -0.212
O -1.303 0.003 1.569 0.171 0.126 0.419 -0.288
O -1.750 0.381 0.229 3.392 -1.206 -1.148 -0.282
H -0.196 -1.722 1.253 0.379 0.140 0.492 0.197
H 0.801 -0.156 1.682 -0.845 -0.960 0.476 0.186
H 0.515 1.399 -1.608 0.358 -0.151 0.441 0.251
H 1.902 1.062 -0.373 -1.954 -0.517 -0.567 0.251
H 0.328 1.825 0.165 0.687 -0.958 -1.237 0.266
```
Forces are in eV/Å.

Summary:
largest force on an atom = 3.779 eV Å⁻¹
charge = 0
relative energy (zero: lowest compared OMol25 entry of this formula, charge and spin) = 598.5 kJ/mol
molecular weight = 99.09 g/mol
HOMO = -9.59 eV
HOMO-LUMO gap = 8.63 eV



# C5H14

2 unconnected molecules or ions with the total composition C5H14 (the ωB97M-V functional and the def2-TZVPD basis, OMol25).

XYZ file:
```
19
Properties=species:S:1:pos:R:3:forces:R:3:nbo_charge:R:1
C -0.903 -3.046 -0.125 2.122 0.559 2.066 -0.617
C -1.343 -1.587 0.131 -0.920 -0.843 0.767 -0.402
C -2.375 -1.360 -0.976 -3.016 2.728 2.865 -0.639
H -0.297 -3.161 -1.025 -0.707 0.065 -0.456 0.207
H -1.680 -3.811 0.004 0.234 0.409 -0.235 0.211
H -0.103 -3.176 0.631 -0.445 -0.767 0.033 0.199
H -0.456 -0.914 0.224 -0.697 -0.351 -0.884 0.206
H -1.801 -1.447 1.197 0.415 -0.610 -1.924 0.197
H -3.111 -0.533 -0.659 1.712 0.417 -0.789 0.203
H -2.017 -1.193 -1.961 0.196 -0.149 -0.798 0.216
H -3.275 -1.984 -0.863 1.111 -1.452 -0.646 0.219
C 2.236 3.336 0.978 -0.310 -0.783 -1.406 -0.603
C 2.163 2.212 -0.105 0.080 1.702 0.146 -0.608
H 2.975 3.167 1.724 0.972 -0.241 0.331 0.201
H 1.325 3.273 1.517 -1.104 0.502 0.487 0.200
H 2.383 4.328 0.538 -0.127 -0.219 0.119 0.203
H 1.757 1.302 0.275 0.566 -0.976 0.607 0.204
H 1.423 2.430 -0.857 -0.359 0.687 -0.377 0.200
H 3.098 2.164 -0.648 0.276 -0.679 0.093 0.203
```
Forces are in eV/Å.

Summary:
largest force on an atom = 4.975 eV Å⁻¹
charge = 0
relative energy (zero: lowest compared OMol25 entry of this formula, charge and spin) = 124.7 kJ/mol
SMILES = CCC.CC
molecular weight = 74.17 g/mol
HOMO = -10.47 eV
HOMO-LUMO gap = 11.48 eV



# C4H2LiO2Pr

A molecular structure, C4H2LiO2Pr (the ωB97M-V functional and the def2-TZVPD basis, OMol25).

XYZ file:
```
10
Properties=species:S:1:pos:R:3:forces:R:3:lowdin_charge:R:1
C -1.413 -0.873 -0.064 2.419 1.461 -0.813 -0.384
C -0.277 -1.425 0.201 -0.964 -1.451 1.563 -0.128
O -2.031 0.070 -0.505 -1.218 -0.428 0.469 -0.111
Li -1.557 1.794 -1.104 0.572 -0.714 0.187 0.800
H 0.004 -2.474 0.151 -0.247 0.086 -0.388 0.021
C 0.858 0.897 -0.983 0.509 2.589 0.978 0.017
C 1.114 1.330 0.205 -0.763 -3.749 -2.021 -0.343
O 1.167 0.840 1.375 0.210 1.030 1.464 -0.368
Pr 0.854 -1.058 2.703 -0.342 1.035 -1.695 1.467
H 1.281 0.898 -1.979 -0.176 0.141 0.257 0.029
```
Forces are in eV/Å.

Summary:
largest force on an atom = 4.327 eV Å⁻¹
charge = +1
expectation value of S² = 3.7526
2S+1 = 4
molecular weight = 229.91 g/mol
HOMO (spin up / spin down) = -11.03 / -11.21 eV
HOMO-LUMO gap (spin up / spin down) = 6.64 / 6.76 eV



# C5H11NO2Si

A single C5H11NO2Si molecule (the ωB97M-V functional and the def2-TZVPD basis, OMol25).

XYZ file:
```
20
Properties=species:S:1:pos:R:3:forces:R:3:nbo_charge:R:1
C 0.819 -1.416 1.770 0.825 1.108 0.802 -1.150
Si 1.137 0.289 0.996 0.561 -1.420 1.177 2.058
O 2.848 0.306 1.011 0.305 1.338 0.890 -1.133
O 0.300 1.413 1.929 0.472 0.481 0.831 -1.134
C 0.533 0.090 -0.870 0.313 0.346 1.025 -0.871
C -0.536 0.903 -1.638 0.146 0.822 0.395 -0.378
C -1.988 0.372 -1.372 -0.201 1.919 1.327 -0.527
C -2.565 -0.817 -1.925 0.996 -2.487 -1.138 0.283
N -2.850 -1.882 -2.285 -0.116 1.291 0.273 -0.324
H 0.468 -1.211 2.790 0.039 -0.290 -0.079 0.227
H -0.011 -1.736 1.201 -0.985 -1.110 -0.397 0.223
H 1.655 -2.149 1.818 -0.658 0.588 -0.336 0.246
H 3.504 0.540 1.747 -2.026 -0.452 -1.667 0.522
H 0.353 1.671 2.905 0.228 -0.955 -2.398 0.528
H 1.520 0.234 -1.269 0.522 0.138 -0.879 0.247
H 0.361 -0.992 -0.946 -0.096 0.192 -0.006 0.240
H -0.449 1.974 -1.295 -0.650 -1.042 0.117 0.221
H -0.319 1.072 -2.705 -0.062 -0.896 0.188 0.220
H -2.729 1.160 -1.583 0.386 0.041 0.173 0.251
H -2.053 0.178 -0.282 0.001 0.389 -0.298 0.252
```
Forces are in eV/Å.

Summary:
largest force on an atom = 2.911 eV Å⁻¹
charge = 0
relative energy (zero: lowest compared OMol25 entry of this formula, charge and spin) = 103.7 kJ/mol
SMILES = C[Si](O)(O)CCCC#N
molecular weight = 145.23 g/mol
HOMO = -9.85 eV
HOMO-LUMO gap = 10.06 eV